Computed, not measured: a molecular structure, C39H39N5NaO2, with ωB97M-V with the def2-TZVPD basis set.

XYZ file:
```
86
Properties=species:S:1:pos:R:3:forces:R:3:lowdin_charge:R:1
Na -0.05394 0.89965 -0.24153 0.1 0.0 -0.2 0.2540
O -0.32269 -5.81358 -3.24739 0.1 0.0 0.0 -0.0488
O -0.68599 -6.33678 -1.07452 0.1 0.0 0.0 -0.0531
N -0.81066 -1.35190 -1.05001 0.0 -0.1 0.1 0.1618
N -0.92822 -0.56878 1.55783 0.0 0.1 0.0 0.1271
N 1.98664 -1.12918 0.21272 0.0 0.1 0.0 0.1491
N 1.95006 1.28376 1.49898 -0.1 0.0 0.1 0.1376
N 0.55333 0.32814 -2.77638 -0.1 0.0 0.0 0.1347
C -0.18043 -0.67800 -3.25761 0.0 0.1 0.0 -0.2083
C -2.19588 -2.13196 3.45697 0.0 0.0 0.0 -0.0665
C 4.50600 -4.32854 1.70020 0.0 0.0 0.0 -0.5597
C 2.87784 2.38076 6.36173 0.0 0.0 0.0 -0.0462
C 1.67602 2.39100 2.18779 0.0 0.0 0.0 -0.1091
C 1.94939 1.30640 4.31075 0.0 0.0 0.0 -0.1683
C -1.79903 -0.84016 3.76655 0.0 0.0 0.0 -0.0659
C -1.17651 -0.09885 2.77608 0.0 0.0 0.0 -0.1202
C -0.56426 -0.74842 -4.59414 0.0 0.0 0.0 -0.0118
C -1.03486 -2.29149 -0.12897 0.0 0.0 -0.1 -0.2038
C -0.50498 -3.08790 -2.67042 0.0 0.0 0.0 0.0344
C -0.97668 3.23766 -1.55683 0.0 0.0 0.0 -0.2080
C -2.26673 2.44229 0.14458 0.0 0.0 0.0 -0.2062
C -0.97034 -3.65018 -0.41582 0.0 0.0 0.0 0.0416
C 2.24589 0.18849 2.19694 0.0 0.0 0.0 -0.2089
C 0.59984 1.30107 -4.95975 0.0 0.0 0.0 -0.0675
C -1.95704 -2.62281 2.18723 0.0 0.0 0.0 -0.0067
C -1.31141 -1.80977 1.25504 0.0 0.0 0.0 -0.1886
C 2.23869 -2.22076 -0.50176 0.0 0.0 0.0 -0.0918
C 2.55406 -1.04240 1.41053 0.0 0.0 0.0 -0.2031
C 2.24761 0.15968 3.59089 0.0 0.0 0.0 0.0325
C 5.67366 -4.54863 0.72928 0.0 0.0 0.0 -0.0467
C -0.54471 -1.75000 -2.29239 0.0 0.0 0.0 -0.2264
C 1.88348 1.33867 5.83389 0.0 0.0 0.0 -0.5557
C 3.63838 -3.18266 1.19129 0.0 0.0 0.0 -0.1564
C 3.03714 -3.26133 -0.06141 0.0 0.0 0.0 0.0092
C -0.42963 3.70439 -0.34617 0.0 0.0 0.0 -0.2098
C 3.65074 -5.60142 1.76978 0.0 0.0 0.0 -0.0386
C -0.16880 0.25916 -5.45431 0.0 0.0 0.0 -0.0686
C -0.69957 -4.06614 -1.70987 0.1 0.0 0.0 -0.0951
C 0.92791 1.28973 -3.61376 0.0 0.0 0.0 -0.1367
C 5.07636 -4.04760 3.09048 0.0 0.0 0.0 -0.0713
C -2.10855 2.45608 -1.25463 0.0 0.0 0.0 -0.1939
C -1.23067 3.21229 0.70926 0.0 0.0 0.0 -0.2254
C 2.22049 -0.01629 6.45565 0.0 0.0 0.0 -0.0646
C 1.67295 2.45220 3.57061 0.0 0.0 0.0 -0.0154
C 3.39078 -2.03028 1.92610 0.0 0.0 0.0 0.0401
C 0.46039 1.72706 6.25939 0.0 0.0 0.0 -0.0372
C -0.54772 -5.57239 -2.04802 -0.2 0.0 0.0 -0.6965
H -1.08463 -4.41936 0.33565 0.0 0.0 0.0 0.1111
H -2.70004 -2.74687 4.19219 0.0 0.0 0.0 0.1040
H 5.71326 -3.16050 3.09475 0.0 0.0 0.0 0.0850
H -2.28057 -3.61618 1.91231 0.0 0.0 0.0 0.1100
H -0.26225 0.99706 5.88939 0.0 0.0 0.0 0.0737
H 4.25561 -6.43846 2.12631 0.0 0.0 0.0 0.0839
H -0.26454 -3.39860 -3.67896 0.0 0.0 0.0 0.1196
H 5.68353 -4.89632 3.41081 0.0 0.0 0.0 0.0830
H 6.29308 -3.65228 0.65799 0.0 0.0 0.0 0.0894
H 0.92948 2.11110 -5.59602 0.0 0.0 0.0 0.0980
H -3.04829 1.92979 0.69046 0.0 0.0 0.0 0.0749
H -0.61024 3.46659 -2.54851 0.0 0.0 0.0 0.0667
H -1.17162 -1.57425 -4.93867 0.0 0.0 0.0 0.1146
H 1.75695 -2.28188 -1.46961 0.0 0.0 0.0 0.1031
H 2.44336 -0.77582 4.09283 0.0 0.0 0.0 0.1008
H 1.51168 2.09322 -3.17959 0.0 0.0 0.0 0.1094
H 1.42430 3.38876 4.05308 0.0 0.0 0.0 0.1112
H 3.23111 -0.33801 6.19661 0.0 0.0 0.0 0.0871
H 5.31885 -4.79488 -0.27148 0.0 0.0 0.0 0.0795
H 6.29937 -5.37334 1.07796 0.0 0.0 0.0 0.0830
H 2.83555 2.41919 7.45264 0.0 0.0 0.0 0.0835
H 0.38922 1.75968 7.34900 0.0 0.0 0.0 0.0855
H 0.17828 2.70596 5.87088 0.0 0.0 0.0 0.0820
H 4.28392 -3.90814 3.82858 0.0 0.0 0.0 0.0848
H 1.51971 -0.79000 6.13645 0.0 0.0 0.0 0.0870
H 3.84494 -1.88108 2.89469 0.0 0.0 0.0 0.0975
H -0.86358 0.92538 2.95700 0.0 0.0 0.0 0.1047
H 2.81131 -5.46691 2.45429 0.0 0.0 0.0 0.0928
H 2.65414 3.37739 5.98041 0.0 0.0 0.0 0.0772
H 0.42375 4.36576 -0.25379 0.0 0.0 0.0 0.0675
H 3.24251 -5.86904 0.79550 0.0 0.0 0.0 0.0849
H -1.10192 3.42132 1.76474 0.0 0.0 0.0 0.0670
H -0.46136 0.23473 -6.49662 0.0 0.0 0.0 0.1030
H 3.89775 2.12754 6.06614 0.0 0.0 0.0 0.0906
H 2.16215 0.05906 7.54314 0.0 0.0 0.0 0.0844
H 3.15998 -4.12864 -0.69679 0.0 0.0 0.0 0.1180
H -1.98158 -0.41193 4.74338 0.0 0.0 0.0 0.0908
H 1.42282 3.26147 1.59662 0.0 0.0 0.0 0.0931
H -2.74236 1.95029 -1.97102 0.0 0.0 0.0 0.0766
```
Positions in Å, forces in eV/Å.

The calculation puts the calculated total energy at -57042.79365 eV. The net charge is -1. The calculation puts the HOMO energy at -4.14 eV. Its spin multiplicity is 1. The value obtained for the frontier orbital gap is 6.014 eV. As for the energy above the lowest of the compared OMol25 structures with the same formula, charge and spin: 32.59 kJ/mol.

***

Computed, not measured: a molecular structure, Ca4Hg2O12P3, with ωB97M-V with the def2-TZVPD basis set.

XYZ file:
```
21
Properties=species:S:1:pos:R:3:forces:R:3:lowdin_charge:R:1
Hg -0.74949 -1.19590 2.79421 -1.7 -2.3 2.4 1.3263
Hg 3.04290 3.67594 1.78583 0.6 2.6 1.0 0.6504
Ca -1.64532 1.07527 0.48274 -2.7 0.3 0.6 1.6541
Ca 1.07773 1.77237 -2.28286 -0.2 0.9 -1.4 1.5779
Ca 4.00010 0.12503 -0.00297 0.5 0.2 0.2 1.6348
Ca 0.81091 -1.93188 -1.12784 -0.4 -1.7 -3.2 1.5874
P 1.21371 0.86440 0.74774 7.2 0.6 -4.4 0.0161
P -3.57698 -0.95886 2.86574 -3.7 -1.6 1.4 -0.0185
P 1.09823 -0.51779 -3.68970 -0.6 -4.3 -6.1 -0.3237
O 1.92012 -1.67679 -3.29930 1.8 -2.0 2.2 -0.3356
O 0.25457 -0.63370 -4.94240 -1.0 -1.3 -1.6 -0.0450
O -2.83850 -2.24956 3.33610 2.8 0.9 -0.2 -0.2582
O -4.22302 -0.10944 3.94278 0.9 -0.5 -1.4 -0.0909
O 0.30580 1.62600 -0.18882 -0.6 1.8 -0.6 -0.6553
O -4.66601 -1.55367 1.96359 -0.1 0.5 0.4 -0.0402
O 2.63474 1.60274 0.92605 -3.3 -3.7 -0.2 -0.8656
O 1.69144 0.74401 -4.10285 3.4 5.0 1.0 -0.3280
O -2.56588 -0.24094 1.94286 1.6 2.1 -1.7 -0.6749
O 0.13456 -0.34706 -2.60053 -4.0 2.0 6.9 -0.5456
O 1.77150 -0.32190 -0.25998 0.8 1.1 1.9 -0.7894
O 0.30885 0.25177 1.70965 -1.3 -0.8 2.8 -0.4762
```
Positions in Å, forces in eV/Å.

The calculation puts the calculated total energy at -134519.38036 eV. The net charge is +3. The calculation puts the HOMO energy at -15.71 eV. Its spin multiplicity is 1. The value obtained for the frontier orbital gap is 1.632 eV.

***

Computed, not measured: a molecular structure, C6H11N2, with ωB97M-V with the def2-TZVPD basis set.

XYZ file:
```
19
Properties=species:S:1:pos:R:3:forces:R:3:nbo_charge:R:1
N 1.34319 0.66793 -0.18561 1.1 -1.6 1.0 -0.1674
N 2.20362 -0.03558 -1.15488 1.3 0.4 -1.6 -0.1368
C -0.81285 -0.53544 0.61462 1.3 -1.2 -0.6 -0.2978
C 0.62781 -0.40436 0.00485 -3.6 1.8 0.6 0.5090
C 1.43435 -1.02850 -1.13249 0.3 -2.3 -1.3 0.0361
C -1.39416 -1.84527 0.00209 0.8 0.7 1.8 -0.5968
C -1.69117 0.65108 0.27103 1.3 0.5 -2.2 -0.5788
C 1.84951 1.85921 0.33088 0.0 4.3 1.2 -0.4834
H -1.12512 1.59224 0.32476 -0.6 -0.1 0.3 0.2133
H -0.91151 -2.08117 -0.89087 1.0 -0.3 -1.6 0.2032
H 2.55360 1.83394 1.20758 -0.7 -0.9 -0.7 0.2737
H 1.03001 2.57875 0.62250 0.6 -1.0 -0.2 0.2552
H -0.90191 -0.52999 1.70964 1.1 -0.5 -0.2 0.2750
H -2.05940 0.53308 -0.76712 0.0 0.3 0.5 0.2232
H 1.49756 -1.89741 -1.85800 -0.3 0.9 1.5 0.2735
H -1.18343 -2.66533 0.68153 -0.6 -0.2 0.0 0.2382
H -2.47913 0.56342 0.96187 -1.2 0.5 0.6 0.2428
H -2.40348 -1.69238 -0.29402 -1.1 -0.2 0.4 0.2406
H 2.42251 2.43578 -0.44838 -0.6 -1.1 0.4 0.2775
```
Positions in Å, forces in eV/Å.

The calculation puts the calculated total energy at -9368.91957 eV. The net charge is +1. The calculation puts the HOMO energy at -15.34 eV. Its spin multiplicity is 1. The value obtained for the frontier orbital gap is 8.869 eV. As for the energy above the lowest of the compared OMol25 structures with the same formula, charge and spin: 561.06 kJ/mol.

***

Computed, not measured: a single C5H7NO molecule, with ωB97M-V with the def2-TZVPD basis set.

XYZ file:
```
14
Properties=species:S:1:pos:R:3:forces:R:3:nbo_charge:R:1
O -0.75600 0.63121 1.27320 0.1 0.0 0.1 -0.5126
N 1.40268 0.92870 0.48840 -0.2 -0.2 0.0 -0.4584
C 0.46841 1.23947 1.28124 0.2 0.1 -0.1 0.3104
C -1.28287 0.42554 -0.04127 -0.1 0.0 -0.2 -0.1097
C 0.18813 -1.60750 -0.21560 -0.1 0.0 0.0 -0.3737
C -0.62876 -0.70279 -0.78788 0.1 0.0 0.0 -0.2311
C 1.72528 -0.02224 -0.33530 -0.1 0.3 0.1 -0.0115
H -0.82029 -0.73096 -1.86029 0.0 0.0 0.2 0.2130
H -1.18402 1.35981 -0.61715 0.0 -0.1 0.1 0.1795
H -2.35178 0.24056 0.10693 0.1 0.0 -0.1 0.2108
H 0.57487 2.01667 2.03103 0.0 -0.1 -0.1 0.1784
H 1.72924 0.30802 -1.38497 0.0 -0.1 0.1 0.1569
H 0.62495 -2.41770 -0.79092 -0.1 0.2 0.1 0.2238
H 0.30471 -1.66344 0.86151 0.0 0.0 -0.2 0.2243
```
Positions in Å, forces in eV/Å.

The calculation puts the calculated total energy at -8831.82351 eV. The net charge is 0. The calculation puts the HOMO energy at -7.72 eV. Its spin multiplicity is 1. The value obtained for the frontier orbital gap is 8.650 eV. As for the energy above the lowest of the compared OMol25 structures with the same formula, charge and spin: 422.54 kJ/mol.